# 1
Molecular formula: C3H2ClNO
Method: DFT, ωB97M-V/def2-TZVPD

The total energy comes out at -705.54182 a.u. For the lowest unoccupied orbital energy (spin up / spin down), the calculation gives -0.0404 / -0.0017 hartree. The HOMO energy (spin up / spin down) comes out at -8.37 / -8.85 eV. Its relative energy (zero: lowest compared OMol25 entry of this formula, charge and spin) is 373.6 kJ/mol. The calculation puts the orbital gap (spin up / spin down) at 7.275 / 8.806 eV.

Each line ends with the Mulliken charge.
Positions of all 8 atoms, in Å:
C: 0.058 -0.138 1.177  0.333
C: -0.238 0.388 -1.419  0.052
C: 0.668 1.083 0.989  -0.340
N: -0.289 -1.185 1.431  -0.360
O: -1.268 -0.138 -1.340  -0.249
Cl: -0.224 2.334 1.714  -0.106
H: 0.473 0.651 -2.167  0.305
H: 1.499 1.300 0.214  0.366

=====

# 2
Molecular formula: C7H12BrO2Si
Method: DFT, ωB97M-V/def2-TZVPD

The total energy comes out at -3287.91221 a.u. The total charge is -1. For the lowest unoccupied orbital energy, the calculation gives 0.1215 hartree. The HOMO energy comes out at -3.07 eV. Its relative energy (zero: lowest compared OMol25 entry of this formula, charge and spin) is 132.9 kJ/mol. The calculation puts the orbital gap at 6.378 eV.

Each line ends with the Mulliken charge.
Positions of all 23 atoms, in Å:
C: -2.641 -0.456 -0.423  -0.641
C: -0.830 0.658 0.168  1.054
C: -2.565 -1.721 0.110  0.797
C: -0.632 1.822 -0.705  -1.600
C: 1.482 -1.383 1.088  -1.146
C: -1.203 0.983 1.544  -1.743
C: 0.497 -1.652 -1.844  -1.253
O: -1.239 -2.123 0.372  -0.435
O: -3.499 -2.479 0.330  -0.718
Si: -0.070 -1.100 -0.132  0.699
Br: -4.327 0.468 -0.209  -0.249
H: 0.210 2.388 -0.461  0.482
H: -1.412 2.593 -0.703  0.334
H: -0.449 1.691 -1.803  0.301
H: 2.373 -1.147 0.504  0.309
H: 1.148 -0.713 1.919  0.242
H: 1.393 -2.462 1.322  0.309
H: -1.488 0.087 2.018  0.395
H: -0.384 1.419 2.022  0.489
H: -2.041 1.747 1.563  0.344
H: 0.071 -0.836 -2.419  0.275
H: 1.546 -1.471 -2.075  0.371
H: 0.317 -2.603 -2.305  0.385

=====

# 3
Molecular formula: C14H30BClN2O4P2
Method: DFT, ωB97M-V/def2-TZVPD

The total energy comes out at -2129.44157 a.u. For the lowest unoccupied orbital energy, the calculation gives -0.1601 hartree. The HOMO energy comes out at -6.42 eV. The calculation puts the orbital gap at 2.058 eV.

Each line ends with the Mulliken charge.
Positions of all 54 atoms, in Å:
C: 0.415 -0.492 3.735  -0.802
C: -0.811 -0.952 3.517  -0.430
C: -1.116 -1.591 2.175  0.441
O: -1.811 -0.796 1.230  -0.371
B: -2.988 -1.648 0.983  1.018
P: -4.122 -1.254 -0.563  -0.105
O: -3.775 0.270 -1.153  -0.428
Cl: -6.043 -1.040 0.265  -0.293
O: -2.399 -2.982 0.856  -0.893
C: -1.640 -3.103 2.071  0.981
C: -0.374 -3.962 1.888  -1.467
P: -2.909 -3.699 3.298  0.292
N: -3.177 -2.700 4.512  -0.705
H: 0.603 0.405 4.322  0.247
H: 1.257 -1.072 3.346  0.300
H: -1.569 -0.826 4.290  0.436
H: -0.118 -1.661 1.709  -0.369
H: -3.682 -1.465 1.975  -0.154
H: -4.212 0.949 -0.612  0.280
H: -0.055 -3.941 0.842  0.315
H: -0.531 -4.999 2.217  0.446
H: 0.446 -3.561 2.497  0.265
H: -2.526 -4.962 3.832  0.049
H: -4.076 -3.915 2.529  0.030
H: -2.977 -3.217 5.367  0.204
C: -0.299 0.995 -1.555  -1.752
C: 1.025 1.335 -0.833  1.972
C: 1.074 2.843 -0.543  -1.350
C: 1.305 3.681 -1.800  -0.527
C: 2.568 3.227 -2.531  -1.240
C: 2.598 1.721 -2.839  1.496
N: 2.213 0.903 -1.640  0.837
O: 3.171 0.828 -0.908  -0.434
C: 1.664 1.398 -4.026  -1.643
C: 3.991 1.354 -3.366  -1.746
C: 0.916 0.557 0.477  -2.338
H: -1.140 1.152 -0.880  0.481
H: -0.508 1.618 -2.421  0.205
H: -0.322 -0.050 -1.866  0.392
H: 1.873 3.057 0.176  0.444
H: 0.143 3.148 -0.065  0.389
H: 0.440 3.621 -2.464  0.334
H: 1.402 4.732 -1.522  0.428
H: 2.672 3.786 -3.462  0.391
H: 3.436 3.491 -1.916  0.386
H: 1.541 0.321 -4.146  0.402
H: 2.087 1.779 -4.955  0.479
H: 0.680 1.851 -3.948  0.285
H: 4.787 1.625 -2.673  0.387
H: 4.190 1.888 -4.293  0.431
H: 4.065 0.285 -3.574  0.449
H: 0.899 -0.516 0.286  0.592
H: -0.009 0.813 0.987  0.467
H: 1.728 0.767 1.174  0.495

=====

# 4
Molecular formula: C11H28BaFNO14S3
Method: DFT, ωB97M-V/def2-TZVPD

The total energy comes out at -2863.94154 a.u. The total charge is -2. For the lowest unoccupied orbital energy, the calculation gives 0.1424 hartree. The HOMO energy comes out at -0.88 eV. Its relative energy (zero: lowest compared OMol25 entry of this formula, charge and spin) is 19.0 kJ/mol. The calculation puts the orbital gap at 4.751 eV.

Each line ends with the Mulliken charge.
Positions of all 59 atoms, in Å:
Ba: -14.049 -11.919 -26.191  1.696
N: -12.734 -13.012 -22.532  0.705
O: -11.550 -13.260 -22.653  -0.626
O: -13.436 -12.687 -23.537  -0.482
O: -13.298 -13.065 -21.410  -0.633
F: -11.426 -11.076 -26.251  -0.911
O: -14.849 -12.484 -28.790  -0.773
C: -14.664 -13.867 -28.923  -0.401
C: -13.584 -14.686 -28.171  -0.644
O: -13.374 -14.471 -26.836  -0.809
H: -14.561 -14.124 -30.009  0.294
H: -15.683 -14.310 -28.721  0.100
H: -12.663 -14.447 -28.769  0.216
H: -13.759 -15.768 -28.398  0.225
O: -13.680 -9.309 -27.334  -0.218
S: -13.040 -8.054 -27.417  1.012
O: -13.091 -7.258 -28.604  -0.705
O: -13.697 -7.174 -26.255  -0.185
C: -13.016 -6.022 -25.757  -0.293
C: -13.990 -5.238 -24.912  -1.309
C: -11.376 -8.264 -26.881  -1.169
H: -12.577 -5.444 -26.577  0.393
H: -12.157 -6.340 -25.154  0.325
H: -14.732 -4.739 -25.536  0.313
H: -13.455 -4.496 -24.317  0.370
H: -14.511 -5.901 -24.223  0.310
H: -10.930 -9.020 -27.526  0.417
H: -11.424 -8.705 -25.886  0.351
H: -10.877 -7.305 -26.995  0.415
O: -17.788 -15.027 -25.494  -0.751
S: -16.685 -14.455 -24.810  1.191
O: -16.245 -13.133 -25.135  -0.478
O: -17.063 -14.466 -23.279  -0.450
C: -16.043 -13.944 -22.372  0.114
C: -16.681 -13.665 -21.037  -1.420
C: -15.274 -15.501 -24.884  -0.871
H: -15.636 -13.016 -22.759  0.259
H: -15.236 -14.670 -22.297  0.318
H: -17.206 -14.489 -20.554  0.331
H: -17.392 -12.844 -21.181  0.301
H: -15.917 -13.269 -20.367  0.382
H: -15.086 -15.795 -25.915  0.276
H: -15.399 -16.354 -24.220  0.436
H: -14.414 -14.887 -24.614  0.221
O: -17.559 -8.269 -27.129  -0.714
S: -17.107 -9.601 -27.339  1.124
O: -16.267 -10.233 -26.380  -0.500
O: -18.416 -10.462 -27.535  -0.439
C: -18.281 -11.911 -27.507  0.613
C: -19.312 -12.471 -26.566  -1.386
C: -16.338 -9.768 -28.907  -0.260
H: -17.274 -12.205 -27.206  0.001
H: -18.374 -12.298 -28.524  0.274
H: -18.995 -12.280 -25.540  0.219
H: -19.436 -13.537 -26.745  0.326
H: -20.285 -11.985 -26.673  0.407
H: -16.133 -10.836 -29.086  0.103
H: -15.361 -9.306 -28.798  0.041
H: -16.920 -9.295 -29.690  0.350